This record from OMol25 describes a 2-piece molecular cluster, C4H2F2O overall at a distorted geometry. The level of theory is the ωB97M-V functional and the def2-TZVPD basis.

```
9
C4H2F2O | OMol25 | the ωB97M-V functional and the def2-TZVPD basis
C -2.25 0.86 -1.93
C -1.63 0.25 -0.96
C -1.35 -0.77 0.06
C -0.98 0.56 0.46
O 0.26 1.08 0.53
F -2.30 -1.58 0.59
F -1.84 1.22 1.21
H 0.19 -2.12 -0.83
H 0.07 1.99 0.57
```

The value obtained for the energy relative to the best compared isomer or geometry (same formula, charge and spin) is 836.0 kJ/mol. As for the HOMO energy (alpha / beta): -9.8349 / -10.5929 eV. The HOMO-LUMO gap (alpha / beta) comes out at 0.31815 / 0.31929 Eh.